Density functional theory data (wB97M-V/def2-TZVPD) for one molecule with the formula C5H13NOS in a non-equilibrium geometry.

The HOMO energy comes out at -9.09 eV. Its LUMO energy is 0.0284 Ha.

Geometry (Å):
C  -2.83304  -0.54356  -0.85424
C  -1.57064  -0.43969  -0.05783
N  -0.72067  0.63251  -0.62207
C  0.65762  0.62397  -0.10111
C  0.73103  0.64472  1.42622
O  1.97198  1.15642  1.92593
C  1.51100  -0.47314  -0.78267
S  3.28629  -0.13926  -0.97085
H  -2.74035  -0.58705  -1.93182
H  -3.42690  0.38031  -0.72371
H  -3.44693  -1.34785  -0.43968
H  -1.03415  -1.37443  -0.29224
H  -1.66292  -0.46480  1.02598
H  -1.07438  1.57494  -0.44918
H  1.15449  1.53578  -0.47958
H  -0.08081  1.18578  1.90461
H  0.59668  -0.38552  1.79881
H  2.61822  0.93286  1.26699
H  0.88330  -0.74963  -1.63173
H  1.52547  -1.35526  -0.12838
H  3.65473  -0.80710  0.11655

Cartesian forces, eV/Å:
C -1.73 1.15 0.98
C 1.57 -0.55 -1.65
N 0.49 -0.08 0.67
C 0.58 1.09 -0.51
C 0.51 -0.87 0.41
O -0.98 0.04 0.16
C -1.19 -0.95 1.68
S -0.30 0.40 -0.66
H 0.58 -0.54 -0.08
H 0.04 -0.24 0.18
H -0.03 -0.06 -0.39
H 0.17 0.17 0.22
H -0.52 0.44 0.16
H -0.33 -0.49 0.02
H -0.53 0.14 0.32
H -0.03 0.52 -0.26
H 0.11 0.01 -0.10
H 0.76 -0.01 -0.42
H 0.98 0.04 -0.66
H -0.27 0.00 -0.25
H 0.11 -0.19 0.17

natural (NBO) atomic charge list, values in e, 4 entries:
1 C -0.6097
2 C -0.2316
3 N -0.6268
4 C -0.0953

=====

Density functional theory data (wB97M-V/def2-TZVPD) for a 2-piece molecular cluster, C5H13NOS overall in a non-equilibrium geometry.

The HOMO energy comes out at -9.12 eV. Its LUMO energy is 0.0157 Ha.

Geometry (Å):
C  0.67391  0.66834  -1.97333
C  -1.57290  0.14515  -1.06609
C  -0.10089  1.93853  0.04774
C  0.84555  -2.37613  1.97865
C  -0.10667  0.57524  -0.68173
N  0.44563  -0.49292  0.18392
O  -0.83726  -0.40618  2.38194
S  -0.51677  -1.33339  1.28899
H  0.33775  1.25537  -2.76290
H  1.66388  1.05935  -1.88477
H  0.63419  -0.37748  -2.23664
H  -1.77607  -0.83727  -1.43236
H  -1.91947  0.83150  -1.70402
H  -2.21631  0.19747  -0.28657
H  -0.11565  2.84895  -0.54025
H  -0.93548  2.01664  0.75814
H  0.72315  2.06837  0.65441
H  0.38679  -3.24904  2.38316
H  1.45573  -1.80012  2.67788
H  1.39151  -2.77635  1.15585
H  1.53938  0.04396  1.05798

Cartesian forces, eV/Å:
C 0.66 -1.90 1.14
C 2.98 -1.20 0.90
C -2.39 -0.24 -0.10
C -0.69 0.62 -0.91
C -1.44 0.92 0.47
N 4.06 0.98 2.51
O -0.63 0.01 0.58
S 1.33 0.63 0.06
H -1.72 1.05 -1.09
H 1.06 -0.31 0.68
H 0.81 -0.28 -0.97
H 0.78 -0.79 -0.70
H -1.23 2.56 -2.87
H -1.75 0.40 3.03
H -0.26 -0.18 -0.80
H 0.01 -0.15 -0.21
H 2.19 -0.18 1.22
H -0.52 -0.36 0.96
H -0.27 -0.05 -0.09
H 0.76 0.09 -0.74
H -3.74 -1.64 -3.07

natural (NBO) atomic charge list, values in e, 4 entries:
1 C -0.6196
2 C -0.6191
3 C -0.6271
4 C -0.8091

=====

Density functional theory data (wB97M-V/def2-TZVPD) for a 2-piece molecular cluster, C5H13NP overall in a non-equilibrium geometry.

The HOMO energy comes out at -12.69 eV. Its LUMO energy is -0.1703 Ha. Its total charge is +1.

Geometry (Å):
C  -3.72099  -0.53234  -0.02450
C  3.13696  -0.21955  0.38463
C  0.72192  -0.82057  0.01249
C  -1.52861  0.98267  0.46058
C  1.83883  0.03511  -0.22445
N  1.68240  1.12125  -0.96724
P  -2.43319  0.48434  -0.87277
H  -3.84388  -0.66529  1.04358
H  -4.72025  -0.42224  -0.48160
H  3.97696  0.08555  -0.32657
H  3.08497  0.23588  1.40986
H  3.27470  -1.26305  0.62988
H  0.04773  -0.85375  -0.82097
H  0.02866  -0.27357  0.71896
H  0.98476  -1.71414  0.46250
H  -0.63140  1.53245  0.44450
H  -1.63994  0.80344  1.45930
H  -3.38824  -1.50103  -0.53932
H  0.77877  1.25023  -1.40448
H  2.34982  1.73462  -1.36439

Cartesian forces, eV/Å:
C -0.09 -1.61 -2.38
C 1.34 0.18 -0.01
C -1.73 1.66 0.63
C -0.80 0.12 -2.83
C 0.87 2.06 -1.31
N -1.55 -1.90 0.24
P 0.02 0.84 2.32
H 0.54 0.29 0.11
H 0.40 0.37 0.17
H -0.94 0.06 1.53
H 0.56 0.24 -0.95
H -0.11 -0.38 -0.26
H -0.05 -0.56 -0.55
H 0.86 -0.61 -0.30
H 0.45 -1.90 0.50
H 1.06 1.09 -1.03
H -1.41 -0.88 2.60
H -0.60 0.55 1.13
H -0.20 -0.02 0.10
H 1.36 0.40 0.30

natural (NBO) atomic charge list, values in e, 4 entries:
1 C -0.9635
2 C -0.7151
3 C -0.7348
4 C -0.8937

=====

Density functional theory data (wB97M-V/def2-TZVPD) for one molecule with the formula C5H13NS.

The HOMO energy comes out at -8.68 eV. Its LUMO energy is 0.0347 Ha.

Geometry (Å):
C  2.33095  0.03397  -0.75423
C  1.96807  -0.82316  0.45820
N  0.63921  -0.56050  0.97869
C  -0.44596  -0.73784  0.04129
C  -1.75495  -0.19687  0.60914
C  -2.22383  1.16936  0.12073
S  -2.07345  1.43278  -1.68189
H  2.16063  1.09221  -0.60331
H  1.76357  -0.31489  -1.62141
H  3.38223  -0.14437  -1.00080
H  2.06709  -1.87566  0.15635
H  2.71255  -0.65926  1.23678
H  0.44956  -1.07529  1.82831
H  -0.19734  -0.18545  -0.86701
H  -0.58315  -1.77086  -0.31924
H  -1.55474  -0.12110  1.66963
H  -2.54728  -0.91340  0.43878
H  -1.73764  2.01433  0.60015
H  -3.26501  1.29719  0.37868
H  -1.09052  2.33878  -1.66884

Cartesian forces, eV/Å:
C 0.04 -0.82 -0.19
C 0.11 -0.22 -0.19
N 0.02 0.51 0.19
C 0.01 0.19 -0.81
C 0.51 -0.07 -0.11
C 0.19 0.36 -0.16
S -0.31 0.01 -0.08
H -0.06 0.21 0.12
H 0.02 0.28 0.00
H -0.07 0.18 0.08
H 0.11 -0.11 -0.06
H -0.15 0.07 0.21
H 0.21 -0.07 0.00
H -0.05 0.02 0.09
H 0.09 -0.12 0.28
H -0.47 0.00 0.50
H -0.24 -0.18 0.04
H 0.37 -0.16 0.08
H -0.38 -0.05 -0.08
H 0.06 -0.05 0.09

natural (NBO) atomic charge list, values in e, 4 entries:
1 C -0.6188
2 C -0.2087
3 N -0.6321
4 C -0.2344